No. 1
{
  "formula": "C6H11NO2",
  "method": "ωB97M-V/def2-TZVPD",
  "elements": ["H", "H", "O", "C", "H", "H", "C", "N", "H", "O", "C", "C", "H", "C", "H", "H", "H", "C", "H", "H"],
  "coordinates": [[-0.7572, 0.8227, 3.1190], [-1.7153, 1.5934, -2.1415], [2.2602, -1.5878, -1.5235], [0.3517, 0.1716, 0.2225], [2.6456, -0.8589, -1.9735], [1.4332, -1.8311, -1.9570], [-1.3011, 0.9298, -1.3776], [1.6872, 0.4476, 0.7576], [-2.9387, -0.5037, -1.7373], [-0.0630, 1.4234, 3.2333], [-2.0062, -0.2853, -1.1806], [-0.0977, 1.2215, -0.6723], [2.1790, 1.3728, 0.5456], [-1.5366, -1.2902, -0.3826], [-2.2228, -2.1602, -0.1955], [0.6113, 2.1065, -0.6519], [0.4402, 1.4051, 2.5211], [-0.4870, -1.0743, 0.4653], [-0.2818, -1.8170, 1.3011], [1.7988, -0.0859, 1.6278]],
  "atomic_forces_ev_per_a": [[-1.5, -1.3, -0.4], [0.2, 0.1, 0.5], [-0.4, -1.4, 0.7], [0.2, 0.6, -0.5], [0.2, 0.9, -0.7], [0.2, 0.3, -0.1], [0.2, -0.1, 0.1], [-2.0, -0.6, 0.2], [0.7, 0.5, 0.2], [-2.1, 1.5, 5.7], [-0.1, 1.2, -2.0], [-0.2, -2.5, 1.1], [-1.3, -2.2, 0.9], [-1.6, -0.7, 1.8], [1.0, 0.7, -0.3], [-1.6, -0.9, -0.7], [3.5, -0.2, -5.3], [3.3, 1.8, 0.7], [0.2, 1.1, -1.3], [0.9, 0.9, -0.6]],
  "mulliken_charge": [0.315, 0.327, -0.642, 0.806, 0.299, 0.309, -0.510, -0.501, 0.304, -0.614, -0.366, -0.464, 0.229, -0.408, 0.307, 0.197, 0.314, -0.455, 0.256, 0.295],
  "smiles": "Nc1ccccc1.O.O",
  "multiplicity": 1,
  "e_homo_ev": -8.09,
  "max_force_ev_per_a": 6.36,
  "e_above_lowest_kj_mol": 231.8
}

***

No. 2
{
  "formula": "C44H44FN7O6S4V",
  "method": "ωB97M-V/def2-TZVPD",
  "elements": ["C", "C", "H", "H", "O", "C", "F", "C", "C", "C", "H", "O", "H", "N", "C", "C", "H", "H", "H", "H", "C", "H", "C", "C", "C", "H", "H", "N", "C", "H", "H", "S", "H", "H", "C", "H", "H", "C", "H", "S", "N", "S", "O", "N", "O", "H", "H", "C", "C", "C", "C", "C", "C", "H", "C", "C", "C", "H", "C", "C", "C", "C", "C", "H", "H", "N", "H", "H", "O", "H", "H", "H", "C", "C", "V", "H", "C", "H", "C", "N", "H", "C", "H", "C", "C", "C", "O", "H", "C", "C", "H", "C", "H", "N", "C", "H", "H", "H", "H", "H", "S", "C", "H", "C", "H", "H", "C"],
  "coordinates": [[0.5098, 7.4532, 2.4933], [-4.8167, -2.6503, -1.6758], [-0.9436, -4.4318, 4.0292], [2.7220, 7.4701, 1.1918], [0.3325, 2.1920, -1.7845], [4.3795, -1.4186, -2.1415], [-3.7975, -3.8034, 0.0997], [-5.9271, -1.4199, -3.5824], [-6.1598, 0.0399, -3.9484], [-0.7625, 2.4657, -2.3934], [-2.0881, 8.4015, 4.4732], [0.1074, -0.5943, -3.0273], [-1.3811, -2.9094, 4.8276], [-0.5706, -0.2514, 3.6976], [2.3317, -2.7892, -1.5092], [0.9961, -4.8900, -1.0016], [6.0927, -0.3170, -2.7808], [3.7917, -4.6807, -2.8239], [7.1039, -2.2333, -3.9936], [3.1560, 5.8995, 1.8955], [6.1555, -2.3496, -3.4811], [-0.5394, 9.2290, 4.2784], [-1.3061, 8.6536, 3.7557], [-4.2140, 0.1361, -5.5834], [-0.7208, -3.3643, 4.0864], [1.0687, 8.3848, 2.4663], [-6.5849, 0.5640, -3.0881], [1.2952, -2.4741, -2.4705], [-3.8275, -2.7087, -0.7176], [-3.8934, -0.8939, -5.4164], [4.0295, -4.0073, 0.1887], [4.0664, 2.9756, 2.5858], [1.5209, -3.0367, 2.3807], [-1.8464, 3.2850, 1.7291], [3.1428, -4.6076, 0.0298], [-5.5478, -3.4445, -1.7610], [-5.6547, -1.9893, -4.4798], [2.9942, -5.8245, 0.6748], [-3.3317, 0.7107, -5.8677], [2.1473, 3.3090, 3.2786], [0.6787, -0.7491, 3.7777], [3.0233, 1.7308, -0.2499], [-1.1286, 0.3870, -0.2080], [-3.9191, 0.6194, -3.1933], [0.2847, 2.9764, 0.8912], [-5.0310, 1.7796, -4.4706], [1.4050, -4.6688, 3.0178], [0.8090, -1.1780, -2.2322], [2.0926, -1.6407, -0.4825], [0.9755, 3.9342, 1.2975], [-1.4107, 6.2115, 3.1537], [-1.9540, 0.4495, -1.2209], [2.4224, 6.4246, 1.2758], [2.7047, -3.5973, 3.5539], [0.7534, -3.1542, 4.4211], [-1.7014, 3.7850, 2.6808], [-4.8510, -1.5287, -2.5326], [-1.1732, 3.0704, 3.3163], [-2.8977, 1.5372, -3.1244], [3.7162, -2.6451, -2.1479], [1.3623, -0.3472, 2.7040], [0.3409, 5.1185, 1.9254], [1.0533, 6.3300, 1.8896], [-2.1228, -1.8151, 0.2308], [-2.6742, 3.9943, 3.1299], [0.5578, 0.3899, 1.9795], [1.4160, -2.7060, -3.4425], [-6.8519, -1.8685, -3.2090], [2.6727, -1.6346, 0.5996], [-1.7495, 9.3105, 3.0020], [2.3887, -0.5576, 2.4609], [2.4673, 5.9786, 0.2820], [-2.9035, -0.5929, -1.3746], [-3.9107, -0.5202, -2.3817], [0.5978, 1.2353, -0.0394], [-6.8622, 0.1386, -4.7804], [1.6452, -3.6382, 3.2849], [5.9326, -4.4197, -4.0139], [-2.8806, -1.7328, -0.5359], [-0.6229, 0.4412, 2.6308], [0.5365, -1.4074, 5.7135], [-0.7241, 7.4137, 3.1303], [-0.0705, -6.6740, -0.4817], [0.8417, -6.1047, -0.3433], [-0.9114, 5.0566, 2.5559], [1.0587, -1.7009, 4.8035], [-0.9202, 3.4123, -3.1720], [-0.9682, -2.9245, 3.1183], [5.5908, -1.2773, -2.8040], [-4.8416, 0.7148, -4.3147], [1.7251, -7.5295, 1.0020], [2.1510, -4.1338, -0.8294], [2.1292, -1.5704, 4.9682], [1.2411, -0.7411, -0.9899], [-1.9146, 1.4999, -2.1980], [-2.3747, 6.1596, 3.6516], [3.9628, -0.5636, -1.6155], [1.9830, 4.0439, 0.9093], [3.7739, -6.1804, 1.3394], [-4.9253, 0.1538, -6.4149], [4.0171, 1.2361, 1.5034], [5.5009, -3.5732, -3.4913], [0.9930, -3.7370, 5.3197], [1.8431, -6.5810, 0.4898], [-2.8818, 2.3019, -3.8899], [0.2079, -4.5031, -1.6352], [4.2916, -3.7184, -2.8250]],
  "atomic_forces_ev_per_a": [[0.0, 0.0, 0.0], [0.1, 0.0, 0.0], [0.0, 0.0, 0.0], [0.0, 0.0, 0.0], [-0.1, 0.1, 0.2], [0.0, 0.0, 0.0], [0.0, 0.0, 0.0], [0.0, 0.0, 0.0], [0.0, 0.0, 0.0], [0.0, 0.2, -0.2], [0.0, 0.0, 0.0], [0.1, -0.1, 0.0], [0.0, 0.0, 0.0], [0.0, 0.1, 0.2], [0.0, 0.0, -0.2], [0.0, 0.1, 0.0], [0.0, 0.0, 0.0], [0.0, 0.0, 0.0], [0.0, 0.0, 0.0], [-0.1, 0.0, 0.0], [0.0, 0.0, 0.0], [0.0, 0.0, 0.0], [0.0, 0.0, 0.0], [0.0, 0.0, 0.0], [0.0, 0.0, 0.0], [0.0, 0.0, 0.0], [0.0, 0.0, 0.0], [0.0, -0.1, 0.2], [-0.1, -0.1, 0.0], [0.0, 0.0, 0.0], [0.0, 0.0, 0.0], [-0.3, 0.2, 0.1], [0.0, 0.0, 0.0], [0.0, 0.0, -0.1], [0.0, 0.0, 0.0], [0.0, 0.0, 0.0], [0.0, 0.0, 0.0], [0.0, 0.0, 0.1], [0.0, 0.0, 0.0], [0.2, -0.1, 0.2], [0.2, -0.1, -0.2], [0.0, -0.1, 0.1], [0.3, 0.5, 0.2], [-0.1, 0.1, 0.0], [-0.7, -0.7, -0.4], [0.0, 0.0, 0.0], [0.0, 0.0, 0.0], [-0.1, 0.0, 0.0], [0.1, 0.0, 0.1], [0.7, 0.0, 0.7], [0.0, 0.0, -0.1], [0.0, -0.1, 0.0], [0.1, 0.0, 0.0], [0.0, 0.0, 0.0], [0.0, 0.0, 0.1], [0.0, -0.1, 0.1], [0.0, 0.0, 0.0], [0.0, 0.0, 0.0], [0.1, 0.0, 0.0], [0.0, 0.1, 0.0], [-0.1, 0.1, 0.1], [0.0, 0.3, -0.1], [-0.1, 0.0, 0.1], [0.0, 0.0, 0.0], [0.0, 0.0, 0.0], [-0.1, -0.1, 0.0], [0.1, 0.0, -0.1], [0.0, 0.0, 0.0], [-0.1, 0.0, -0.2], [0.0, 0.0, 0.0], [-0.1, -0.1, 0.0], [0.0, 0.0, 0.0], [0.0, 0.1, 0.0], [0.1, 0.0, 0.0], [0.2, -0.6, -0.6], [0.0, 0.0, 0.0], [0.1, 0.0, -0.1], [0.0, 0.0, 0.0], [0.0, 0.0, 0.0], [-0.1, -0.1, 0.0], [-0.1, 0.0, 0.0], [0.0, 0.1, 0.0], [0.0, 0.0, 0.0], [0.0, 0.0, 0.0], [0.1, 0.1, -0.1], [0.1, 0.0, -0.1], [0.1, -0.3, 0.2], [0.0, 0.0, 0.0], [0.0, 0.0, 0.0], [0.0, -0.1, 0.0], [0.0, 0.0, 0.0], [-0.1, 0.0, 0.0], [0.0, 0.0, 0.0], [-0.1, 0.4, 0.3], [-0.2, -0.1, -0.2], [0.0, 0.0, 0.0], [0.0, 0.0, 0.0], [0.0, 0.2, -0.3], [0.0, 0.0, 0.0], [0.0, 0.0, 0.0], [0.0, 0.0, -0.3], [0.0, 0.0, 0.0], [0.0, 0.0, 0.0], [0.0, 0.0, 0.0], [0.0, 0.0, 0.0], [0.0, 0.0, 0.0], [0.0, 0.0, 0.0]],
  "mulliken_charge": [-0.799, -1.017, 0.487, 0.389, -0.672, -0.203, -0.416, -1.229, -1.107, 0.114, 0.353, -0.693, 0.410, -0.956, 4.128, -0.474, 0.463, 0.400, 0.370, 0.231, -0.368, 0.361, -1.507, -1.416, -1.470, 0.301, 0.358, -0.147, 0.151, 0.341, 0.496, -0.176, -0.067, 0.013, 0.223, 0.419, 0.332, -0.981, 0.399, -0.217, 0.871, -0.607, -0.083, 0.110, -0.218, 0.517, 0.425, -0.565, -1.625, -0.678, -0.939, 0.331, -1.654, 0.330, 1.034, -1.139, 1.448, 0.267, -0.722, -0.490, -1.107, 0.912, 0.926, 0.835, 0.354, 1.009, 0.349, 0.412, -0.541, 0.272, 0.539, 0.325, 0.778, -0.600, 0.841, 0.441, -1.003, 0.376, -1.163, -0.005, 0.438, 0.773, 0.414, -0.868, 0.538, -1.440, -0.862, 0.085, -0.895, -0.278, 0.383, -1.396, 0.411, 1.133, 0.369, 0.249, 0.402, 0.455, 0.348, 0.402, -0.157, -0.839, 0.336, -0.309, 0.582, 0.399, -0.061],
  "multiplicity": 4,
  "e_homo_ev": [-0.06, -2.00],
  "max_force_ev_per_a": 1.01,
  "charge": -2,
  "s2": 3.796,
  "e_above_lowest_kj_mol": 0.0
}

***

No. 3
{
  "formula": "C29H24Br2N4O5S4Tm",
  "method": "ωB97M-V/def2-TZVPD",
  "elements": ["H", "C", "C", "C", "C", "C", "H", "H", "S", "H", "C", "H", "C", "H", "H", "C", "H", "H", "C", "C", "H", "N", "C", "C", "H", "O", "N", "O", "C", "H", "Br", "H", "C", "C", "H", "H", "C", "H", "H", "S", "H", "C", "C", "Br", "C", "C", "S", "Tm", "C", "C", "C", "H", "O", "N", "H", "H", "C", "S", "O", "C", "H", "O", "C", "H", "C", "N", "H", "C", "C"],
  "coordinates": [[-2.7226, 2.1595, -2.2938], [3.8502, -1.7818, 1.5441], [1.1973, -4.1315, -2.8086], [0.3990, -5.9173, -4.2451], [-2.7534, -0.2720, 2.3553], [-3.3891, 1.9849, 1.8726], [-0.9639, 2.3777, 3.3194], [5.6407, -2.5981, 0.6334], [0.8099, 2.4454, -0.8551], [0.5562, 3.2976, 3.2989], [-0.1295, -3.8539, -2.4310], [1.0568, -7.9373, -4.6732], [4.0227, -2.2350, 2.8710], [-3.5556, -1.0411, 4.1746], [5.1544, -1.5832, -1.5931], [3.1202, -1.9591, 3.8687], [2.8389, 1.0116, -2.1404], [3.2796, -2.3156, 4.8770], [1.7296, -0.7084, 2.2790], [-2.8329, 1.0164, -4.1230], [-3.5853, 1.6458, -4.5839], [2.3943, -0.5280, 0.0011], [-0.9175, -5.6107, -3.8683], [-4.2068, 0.9801, 3.8640], [2.0085, -3.5439, -2.3818], [-2.0970, 0.8151, 0.3981], [0.0421, -1.1739, -2.1345], [0.3995, -2.5697, -0.2048], [4.4573, -1.4590, -0.7719], [-4.6271, 3.0271, 3.2442], [5.5710, -3.2655, 3.3393], [-2.2006, -4.3472, -2.6668], [0.6932, -7.0448, -5.1976], [2.6795, -1.0235, 1.2560], [-2.6597, -0.3592, -5.7725], [-0.9182, -1.7425, -4.6171], [-1.1881, -4.5925, -2.9688], [-4.7859, 1.0291, 4.7817], [-0.2037, -7.3318, -5.7528], [-1.8557, -1.6171, 1.9048], [-3.2518, 2.7868, 1.1620], [-2.3126, -0.0963, -4.7800], [1.9921, -1.2043, 3.5632], [0.7647, -0.7742, 4.9537], [-0.3932, 3.1365, 2.7905], [4.7430, -2.0190, 0.4740], [-0.4472, -2.4867, -1.3925], [-0.1343, -0.1418, 0.0441], [-2.3559, 1.3061, -2.8574], [0.4154, 3.3570, 0.5265], [-3.5361, -0.1669, 3.5357], [1.4616, -6.7596, -5.9227], [0.6877, 0.0263, 1.9963], [-2.7477, 0.8475, 1.5461], [3.9707, -0.1149, -2.9260], [2.4664, -5.3766, -3.9906], [1.4414, -5.1535, -3.7044], [0.7206, 4.9974, 0.7269], [-0.1654, 2.6022, 1.4905], [-4.1368, 2.0922, 3.0124], [-0.9311, 4.0782, 2.7424], [-1.8728, -2.4236, -1.1485], [-1.3505, -0.8621, -4.1548], [2.2362, -0.4872, -2.8290], [3.3049, -0.7187, -0.9789], [-1.4344, 0.5718, -2.2463], [-1.7376, -6.1912, -4.2816], [3.0767, -0.0422, -2.3025], [-0.9376, -0.4928, -2.8695]],
  "atomic_forces_ev_per_a": [[0.0, -0.1, 0.0], [0.0, 0.0, 0.0], [-0.6, 0.2, 0.4], [-0.3, 0.3, 0.3], [0.1, 0.0, -0.1], [-0.1, 0.1, -0.1], [0.0, -0.1, 0.0], [0.0, 0.0, 0.0], [-0.2, 0.0, 0.2], [0.1, 0.0, 0.0], [0.4, -0.9, -0.7], [-0.1, 0.2, 0.0], [0.0, 0.1, -0.3], [0.0, 0.1, 0.0], [0.0, 0.1, 0.0], [-0.3, 0.1, 0.2], [0.0, 0.0, 0.0], [0.0, 0.0, 0.0], [0.6, -0.2, 0.1], [0.0, 0.0, -0.1], [0.0, 0.0, 0.0], [-0.7, 0.2, 0.1], [0.5, -0.3, -0.2], [-0.1, -0.1, 0.0], [-0.1, 0.0, -0.1], [-0.5, 0.2, 0.1], [-0.3, -0.5, -0.1], [-0.4, -0.4, -0.5], [-0.4, 0.4, -0.5], [0.0, 0.0, 0.0], [0.0, 0.0, 0.0], [0.1, 0.0, 0.0], [0.0, -0.1, -0.1], [0.0, 0.0, 0.4], [0.0, 0.0, 0.0], [0.0, 0.1, 0.0], [0.4, 0.4, 0.4], [0.1, 0.0, -0.1], [0.1, 0.0, 0.0], [-0.3, -0.1, 0.1], [0.0, 0.0, 0.0], [0.0, 0.0, 0.0], [0.1, 0.0, 0.0], [0.0, 0.0, 0.1], [0.2, -0.1, -0.1], [0.2, -0.3, 0.4], [-0.2, 0.4, 0.0], [1.0, 1.6, 0.9], [0.0, 0.2, 0.1], [0.1, -0.1, 0.1], [0.0, 0.0, 0.0], [-0.1, 0.0, 0.1], [0.1, 0.0, 0.1], [0.0, -0.1, 0.2], [0.0, 0.0, 0.0], [-0.1, 0.0, 0.0], [0.0, -0.3, -0.1], [-0.1, -0.1, 0.1], [0.0, 0.5, -0.3], [0.0, 0.0, 0.1], [-0.1, 0.1, -0.1], [0.0, -0.5, -0.4], [0.1, -0.1, 0.0], [-0.1, 0.0, -0.1], [0.8, -0.3, -0.2], [0.1, -0.3, -0.2], [0.1, 0.0, 0.0], [0.0, 0.0, 0.2], [0.0, 0.0, -0.2]],
  "mulliken_charge": [0.412, 0.740, -0.560, 1.140, 0.687, -0.318, 0.163, 0.251, -0.381, 0.315, -0.820, 0.280, 0.167, 0.410, 0.339, -0.592, 0.119, 0.377, -0.197, -0.893, 0.372, 0.199, -0.803, -0.101, 0.505, -0.540, 0.413, -0.568, -0.723, 0.387, -0.356, 0.513, -1.427, 0.598, 0.389, 0.494, -0.358, 0.337, 0.348, -0.388, 0.442, -0.358, -0.122, -0.282, -0.989, -1.361, 2.229, -0.094, -0.304, 0.331, -0.918, 0.351, -0.096, 0.304, 0.456, 0.367, -0.887, -0.448, 0.229, -0.744, 0.382, -0.704, -0.900, 0.008, 0.679, 0.384, 0.290, -1.201, 0.025],
  "multiplicity": 4,
  "e_homo_ev": [1.02, -1.40],
  "max_force_ev_per_a": 2.04,
  "charge": -2,
  "s2": 3.768,
  "e_above_lowest_kj_mol": 154.9
}

***

Repeat the first record exactly.
{
  "formula": "C6H11NO2",
  "method": "ωB97M-V/def2-TZVPD",
  "elements": ["H", "H", "O", "C", "H", "H", "C", "N", "H", "O", "C", "C", "H", "C", "H", "H", "H", "C", "H", "H"],
  "coordinates": [[-0.7572, 0.8227, 3.1190], [-1.7153, 1.5934, -2.1415], [2.2602, -1.5878, -1.5235], [0.3517, 0.1716, 0.2225], [2.6456, -0.8589, -1.9735], [1.4332, -1.8311, -1.9570], [-1.3011, 0.9298, -1.3776], [1.6872, 0.4476, 0.7576], [-2.9387, -0.5037, -1.7373], [-0.0630, 1.4234, 3.2333], [-2.0062, -0.2853, -1.1806], [-0.0977, 1.2215, -0.6723], [2.1790, 1.3728, 0.5456], [-1.5366, -1.2902, -0.3826], [-2.2228, -2.1602, -0.1955], [0.6113, 2.1065, -0.6519], [0.4402, 1.4051, 2.5211], [-0.4870, -1.0743, 0.4653], [-0.2818, -1.8170, 1.3011], [1.7988, -0.0859, 1.6278]],
  "atomic_forces_ev_per_a": [[-1.5, -1.3, -0.4], [0.2, 0.1, 0.5], [-0.4, -1.4, 0.7], [0.2, 0.6, -0.5], [0.2, 0.9, -0.7], [0.2, 0.3, -0.1], [0.2, -0.1, 0.1], [-2.0, -0.6, 0.2], [0.7, 0.5, 0.2], [-2.1, 1.5, 5.7], [-0.1, 1.2, -2.0], [-0.2, -2.5, 1.1], [-1.3, -2.2, 0.9], [-1.6, -0.7, 1.8], [1.0, 0.7, -0.3], [-1.6, -0.9, -0.7], [3.5, -0.2, -5.3], [3.3, 1.8, 0.7], [0.2, 1.1, -1.3], [0.9, 0.9, -0.6]],
  "mulliken_charge": [0.315, 0.327, -0.642, 0.806, 0.299, 0.309, -0.510, -0.501, 0.304, -0.614, -0.366, -0.464, 0.229, -0.408, 0.307, 0.197, 0.314, -0.455, 0.256, 0.295],
  "smiles": "Nc1ccccc1.O.O",
  "multiplicity": 1,
  "e_homo_ev": -8.09,
  "max_force_ev_per_a": 6.36,
  "e_above_lowest_kj_mol": 231.8
}